Version one
C20H31N3O2 in the gas phase, computed with ωB97M-V/def2-TZVPD.

## Properties
HOMO level ... -9.0622 eV
SMILES ... CCCCCCC/C(C)=N/NC(=O)CC(=O)NCCc1ccccc1
LUMO ... 0.7 eV
HOMO-LUMO gap ... 9.812 eV

Last column: natural (NBO) charge in e.
Cartesian coordinates (Å):
O: 0.612 -0.904 1.010  -0.658
O: -2.317 -3.180 -0.690  -0.621
N: 2.358 -0.883 -1.241  -0.301
N: -2.064 -1.754 1.058  -0.622
N: 1.446 -1.855 -0.875  -0.453
C: -4.993 1.804 1.070  -0.248
C: -5.430 0.590 -0.944  -0.250
C: 3.356 2.222 -0.425  -0.391
C: -3.344 -1.101 0.924  -0.216
C: -3.223 0.249 0.198  -0.448
C: -4.569 0.906 0.100  0.078
C: 8.638 0.874 0.283  -0.600
C: -6.685 1.164 -1.019  -0.190
C: -1.638 -2.684 0.182  0.686
C: 0.673 -1.842 0.231  0.665
C: 3.623 1.459 0.874  -0.403
C: 2.010 0.334 -1.342  0.341
C: 3.111 1.306 -1.632  -0.443
C: 4.808 0.494 0.818  -0.402
C: 0.626 0.879 -1.194  -0.716
C: 6.139 1.176 0.511  -0.395
C: -0.175 -3.086 0.415  -0.585
C: -6.249 2.380 0.997  -0.203
C: 7.310 0.200 0.606  -0.386
C: -7.098 2.061 -0.049  -0.225
H: 3.796 2.189 1.669  0.201
H: -5.110 -0.111 -1.702  0.213
H: -3.992 -1.771 0.355  0.230
H: 4.200 2.875 -0.652  0.209
H: 8.626 1.277 -0.728  0.199
H: 0.383 0.989 -0.137  0.268
H: 2.481 2.858 -0.274  0.203
H: 1.624 -2.735 -1.341  0.402
H: 4.017 0.751 -1.871  0.225
H: -7.344 0.912 -1.837  0.211
H: -1.351 -1.271 1.594  0.421
H: -0.097 0.181 -1.619  0.232
H: 8.829 1.692 0.974  0.199
H: -8.078 2.511 -0.108  0.213
H: 9.458 0.163 0.359  0.207
H: 6.297 1.996 1.216  0.191
H: -3.771 -0.951 1.920  0.197
H: -2.528 0.887 0.748  0.206
H: 0.534 1.844 -1.685  0.222
H: 7.352 -0.218 1.614  0.193
H: 0.086 -3.883 -0.280  0.233
H: -2.817 0.071 -0.799  0.215
H: 2.732 0.887 1.141  0.218
H: -0.071 -3.437 1.442  0.250
H: 2.837 1.918 -2.494  0.216
H: 4.884 -0.001 1.790  0.201
H: -4.333 2.058 1.888  0.207
H: 7.144 -0.628 -0.087  0.194
H: 4.610 -0.281 0.076  0.210
H: -6.565 3.080 1.757  0.212
H: 6.118 1.600 -0.494  0.189

***

Version two
C20H31N3O2 in the gas phase, computed with ωB97M-V/def2-TZVPD.

## Properties
HOMO level ... -7.3812 eV
SMILES ... CCN(CCCNC(=O)[C@H]1CCC(=O)N1C(C)C)c1cccc(C)c1
LUMO ... 0.6 eV
HOMO-LUMO gap ... 8.002 eV

Last column: natural (NBO) charge in e.
Cartesian coordinates (Å):
O: 2.490 -3.060 -1.173  -0.738
O: 2.128 2.732 -0.117  -0.691
N: -2.505 -1.402 0.231  -0.450
N: 3.036 0.536 -0.154  -0.527
N: 1.729 -1.439 0.300  -0.629
C: -1.243 -2.017 -0.042  -0.190
C: -2.598 -0.065 0.304  0.201
C: -2.577 2.823 0.015  -0.246
C: -3.606 -2.310 0.159  -0.217
C: 4.116 0.718 1.055  0.017
C: -3.836 2.148 -0.185  0.023
C: 1.535 1.104 -2.042  -0.455
C: 5.144 1.782 0.399  -0.645
C: 0.907 -2.595 1.377  -0.151
C: -1.468 2.420 0.221  -0.220
C: 2.497 -1.785 -0.608  0.638
C: 2.316 1.533 -0.577  0.708
C: -4.182 -2.538 -0.952  -0.638
C: 2.357 -0.187 -2.440  -0.423
C: -0.492 -2.115 1.452  -0.439
C: -1.457 0.938 0.166  -0.271
C: 3.156 -0.399 -1.194  -0.089
C: 3.383 1.023 2.158  -0.688
C: -3.742 0.762 -0.162  -0.272
C: -5.172 2.786 -0.140  -0.628
H: -4.258 -1.666 1.024  0.178
H: 4.417 1.158 2.857  0.233
H: 2.803 2.043 1.951  0.292
H: -3.354 -3.018 -1.645  0.198
H: 5.684 1.402 -0.417  0.233
H: 1.067 -3.484 0.521  0.253
H: 0.565 0.868 -1.835  0.217
H: -4.965 -3.160 -0.886  0.234
H: -0.815 -2.940 1.868  0.208
H: -3.316 -2.939 1.078  0.240
H: 4.679 -0.394 0.918  0.223
H: -0.372 0.199 0.328  0.143
H: -4.670 0.237 -0.034  0.182
H: -5.280 3.429 0.595  0.220
H: 4.550 2.786 0.539  0.256
H: -1.315 -3.067 -0.320  0.221
H: -0.473 2.875 0.333  0.260
H: -2.666 3.930 -0.152  0.185
H: 2.778 0.133 2.516  0.229
H: 1.555 1.994 -2.604  0.224
H: 4.275 -1.014 -1.366  0.238
H: 5.836 1.919 1.222  0.206
H: 3.142 0.466 -3.131  0.213
H: -5.924 2.059 -0.445  0.222
H: -0.658 -1.359 -0.469  0.210
H: 1.294 -2.802 2.225  0.173
H: 1.734 -0.588 0.835  0.414
H: -4.454 -1.690 -1.638  0.239
H: -4.999 3.410 -0.995  0.219
H: 1.734 -0.914 -2.849  0.256
H: -0.505 -1.263 1.926  0.202

***

Of them, version two has the lowest stability.

***

Version one
A molecular structure, C16H25BF3O6ReSSe2, computed with ωB97M-V/def2-TZVPD.

## Properties
HOMO level (alpha / beta) ... -10.8980 / -10.9800 eV
2S+1 ... 2
Total charge ... +1
LUMO (alpha / beta) ... -5.7 / -5.3 eV
HOMO-LUMO gap (alpha / beta) ... 5.203 / 5.706 eV

Last column: Mulliken spin population.
Cartesian coordinates (Å):
Re: 0.384 -2.128 -1.639  0.997
Se: -2.703 -2.001 0.167  -0.020
Se: -1.040 -0.551 -2.884  -0.004
S: 2.379 -2.625 -2.885  -0.020
F: 1.150 -3.133 -5.144  0.000
F: 0.047 -3.863 -3.446  -0.003
F: 1.793 -4.943 -4.131  0.000
O: 3.654 -2.707 -3.473  0.004
O: -0.817 0.144 0.121  0.038
O: 1.405 -0.087 0.448  0.028
O: -0.429 -3.646 -0.634  0.020
O: 1.660 -1.357 -3.012  0.002
O: 2.178 -3.162 -1.555  -0.015
C: -1.637 -1.505 -4.488  0.004
C: -1.077 2.276 1.396  0.002
C: 3.216 3.857 3.387  0.000
C: -3.212 -3.878 0.083  -0.003
C: 1.301 -3.730 -3.958  0.004
C: -0.388 1.196 0.877  0.002
C: 1.732 4.154 3.164  0.000
C: -0.345 3.199 2.118  0.002
C: 1.716 1.983 1.810  0.000
C: 1.055 4.246 4.543  0.000
C: -3.511 -1.489 -1.556  0.001
C: 0.308 -4.404 0.275  0.012
C: 1.602 5.492 2.416  0.000
C: 1.034 3.078 2.344  0.001
C: -2.870 -0.265 -2.163  0.002
C: 0.992 1.060 1.080  0.008
B: 0.310 -0.652 -0.134  -0.055
H: 2.776 1.855 1.944  0.000
H: 3.352 2.918 3.917  0.000
H: 1.078 3.278 5.040  0.000
H: -2.358 -0.887 -5.022  -0.001
H: 3.757 3.821 2.445  0.000
H: -3.469 0.098 -2.999  -0.001
H: -0.782 -1.664 -5.138  0.000
H: -2.138 2.393 1.255  0.000
H: -4.285 -3.984 -0.051  -0.001
H: 0.406 -3.848 1.215  -0.001
H: -4.571 -1.291 -1.378  0.000
H: -2.771 0.527 -1.422  0.001
H: -2.081 -2.459 -4.219  -0.001
H: 1.315 -4.617 -0.100  0.001
H: 2.088 6.285 2.979  0.000
H: 3.656 4.647 3.991  0.000
H: 1.582 4.961 5.170  0.000
H: 0.020 4.568 4.468  0.000
H: -3.420 -2.357 -2.205  0.001
H: -2.919 -4.348 1.016  0.000
H: -0.222 -5.344 0.455  -0.003
H: -0.880 4.038 2.533  0.000
H: 0.560 5.764 2.269  0.000
H: 2.078 5.418 1.440  0.000
H: -2.661 -4.329 -0.734  0.000

***

Version two
A molecular structure, C16H25BF3O6ReSSe2, computed with ωB97M-V/def2-TZVPD.

## Properties
HOMO level (alpha / beta) ... -10.9599 / -11.0151 eV
2S+1 ... 2
Total charge ... +1
LUMO (alpha / beta) ... -4.6 / -4.3 eV
HOMO-LUMO gap (alpha / beta) ... 6.316 / 6.675 eV

Last column: Mulliken spin population.
Cartesian coordinates (Å):
Re: 0.175 -0.477 -2.654  0.930
Se: 2.555 0.218 -2.295  -0.001
Se: 0.371 3.237 -1.673  -0.001
S: -0.152 -2.978 -3.500  -0.005
F: 0.313 -1.151 -5.295  -0.001
F: -0.729 -2.904 -6.043  0.000
F: 1.391 -3.006 -5.597  0.000
O: 0.547 0.708 0.242  0.016
O: -0.757 -1.180 0.226  0.010
O: 1.042 -2.375 -2.767  0.009
O: -0.327 -4.372 -3.452  0.000
O: -0.997 0.648 -3.356  0.010
O: -1.264 -2.081 -3.075  -0.006
C: -2.437 0.775 -3.316  0.031
C: 2.185 3.148 -2.366  0.000
C: -0.373 4.224 -3.169  -0.001
C: 3.287 0.292 -4.091  -0.001
C: 0.532 1.014 2.721  0.000
C: -1.061 -1.342 2.686  -0.004
C: 0.228 -2.497 -5.244  -0.001
C: -0.008 -1.672 6.087  0.000
C: -0.571 -0.761 1.536  0.006
C: -2.041 -0.211 5.971  0.000
C: -1.225 -1.284 5.237  0.000
C: -0.742 -0.726 3.896  0.000
C: -2.105 -2.521 5.058  0.000
C: 0.201 0.375 1.547  0.006
C: 2.971 2.033 -1.716  0.004
C: 0.046 0.436 3.886  0.002
B: -0.065 -0.258 -0.541  -0.006
H: 0.290 0.909 4.827  0.000
H: 2.855 2.011 -0.633  0.000
H: -2.432 -2.873 6.036  0.000
H: 1.132 1.912 2.737  0.000
H: -1.436 0.662 6.217  0.000
H: -1.406 4.450 -2.916  0.000
H: 2.700 4.084 -2.146  0.000
H: -0.344 3.626 -4.077  0.001
H: -2.717 1.425 -4.141  -0.003
H: -0.337 -2.069 7.049  0.000
H: -2.724 1.214 -2.364  0.000
H: 0.167 5.157 -3.308  0.000
H: 3.263 -0.718 -4.495  0.001
H: 4.035 2.099 -1.945  0.000
H: -2.885 0.122 5.365  0.000
H: 2.139 3.039 -3.450  0.001
H: -2.432 -0.617 6.905  0.000
H: 0.637 -0.815 6.283  0.000
H: -1.565 -3.340 4.579  0.000
H: 2.712 0.966 -4.718  0.000
H: -1.665 -2.234 2.630  0.000
H: 4.318 0.625 -4.000  -0.001
H: -2.888 -0.207 -3.436  0.003
H: -2.999 -2.304 4.471  0.000
H: 0.590 -2.438 5.590  0.000

***

Of them, version one has the lowest stability.